(1)
32
Properties=species:S:1:pos:R:3:mulliken_charge:R:1 method="wB97M-V/def2-TZVPD" smiles="CCOCCCNC(=O)c1ccccc1Br" molar_mass_da=286.17 e_homo_ha=-0.327 relative_energy_kcal_mol=326.18 total_energy_ha=-3245.60209
H 0.251 -4.812 -1.569 0.20
C 1.627 -2.978 -1.671 -0.46
C -0.670 -0.336 -2.585 -1.20
H -1.151 3.616 4.441 0.21
H -2.719 -0.127 -1.308 0.45
H -0.955 -2.080 -1.071 0.21
C 1.465 2.969 2.354 -0.21
H 2.580 3.260 2.062 0.17
C -0.438 2.996 3.615 -0.24
H -2.389 0.888 -2.235 1.11
C -0.934 2.287 2.712 -0.49
H 0.634 -1.045 -0.835 0.08
C 1.038 -4.250 -0.835 -1.12
H -2.064 1.900 2.835 0.16
O 0.564 -2.192 -2.354 -0.32
H 1.839 -4.806 -0.672 0.53
H 1.301 4.040 4.159 0.32
C -1.848 0.441 -1.769 -1.52
H 2.069 -2.416 -1.107 0.49
N -1.192 1.199 -0.759 -0.13
H 0.510 -3.863 -0.016 0.34
C 1.082 2.246 1.310 0.30
O -2.000 -0.157 1.099 -0.69
C -0.526 1.762 1.421 0.21
C -0.132 -1.474 -1.595 -0.05
H 2.301 -3.638 -2.525 0.25
H -1.265 -1.027 -3.284 0.15
H 0.095 0.004 -2.846 0.99
Br 1.894 1.260 0.013 -0.02
H -0.674 1.886 -0.929 0.13
C 0.840 3.556 3.276 -0.41
C -1.128 0.891 0.666 0.58

---

(2)
97
Properties=species:S:1:pos:R:3:mulliken_charge:R:1 method="wB97M-V/def2-TZVPD" smiles=CC[C@@H](Br)c1c(CB(O)O)ccc2c1Nc1cc(CCF)c(CNC)c(CCCCCN)c1S2.C[Si](C)(C)O[Si](C)(C)C molar_mass_da=714.74 e_homo_ha=-0.277 total_energy_ha=-5279.77887
Si 1.732 -5.326 4.867 0.33
H -4.711 -5.305 0.567 0.28
H -0.693 5.095 -6.153 0.26
H 2.973 5.448 -1.375 0.31
C 2.640 -4.420 6.232 -1.01
O -4.653 -4.621 -0.110 -0.50
S -2.354 2.307 -2.739 -0.40
C -0.948 2.561 -1.674 0.82
C 3.071 1.805 1.158 -0.37
H 3.861 6.020 -3.647 0.29
C 0.285 -2.179 1.847 -0.43
H 0.856 -7.081 6.352 0.30
H 4.015 1.945 1.704 0.34
H 4.945 5.198 -2.534 0.35
H -0.275 -2.865 1.206 0.36
H -1.990 0.464 2.323 -0.48
H 2.770 -0.901 3.115 0.22
H 2.899 3.893 0.712 0.39
F 2.295 0.817 1.743 -0.17
H 3.326 1.462 0.149 0.35
H 1.593 3.340 -3.853 0.48
C 3.985 5.093 -3.073 -1.00
C 0.403 -6.378 5.651 -1.06
H 1.782 2.486 -6.026 0.42
C -3.915 0.069 0.209 0.88
C -0.204 3.069 -6.748 -0.65
H -1.258 2.880 -6.511 0.25
H 1.191 5.918 -7.703 0.25
C -5.264 -2.133 0.141 -1.61
H 2.977 -5.121 6.999 0.38
C -4.505 -0.967 -0.511 0.22
H -4.815 -0.667 2.022 0.38
H -0.767 1.557 -4.628 0.13
H 3.522 3.229 -1.042 0.66
C 0.751 2.111 -5.996 -1.02
B -4.320 -3.383 0.414 0.46
H 2.328 -4.628 0.989 0.29
N 0.485 5.213 -7.903 -0.76
H -2.420 1.902 1.138 0.11
H -3.202 -3.727 1.991 0.22
C -3.193 0.987 -1.875 1.23
H -5.848 -1.838 1.019 0.44
C -3.205 1.070 -0.505 0.34
H 3.420 -2.121 4.213 0.34
H 4.108 4.276 -3.793 0.32
H -0.142 -6.953 4.899 0.29
N -2.535 2.135 0.161 -0.33
Br -4.886 1.802 2.286 -0.07
C -2.814 -0.238 2.497 1.34
C -0.147 2.597 0.555 -0.68
C -3.062 -0.384 4.016 -1.54
H -3.435 -1.387 4.265 0.31
H 0.739 1.166 -6.558 0.39
C 0.288 1.812 -4.540 -0.28
O 1.097 -4.247 3.794 -0.28
C 1.356 3.072 -1.291 -0.65
H -0.339 2.476 1.621 0.36
C -4.416 -1.029 -1.889 -0.94
H 2.984 2.831 -2.659 0.46
Si 1.627 -3.055 2.775 0.38
H -3.785 0.350 4.385 0.39
H 0.851 0.937 -4.192 0.39
C -3.775 -0.036 -2.578 -0.97
H 0.729 -1.409 1.212 0.27
H -4.864 -1.864 -2.422 0.39
C 0.555 3.058 -3.671 -0.72
H -0.314 -5.765 6.202 0.29
H 3.708 -4.168 1.995 0.31
H -3.718 -0.081 -3.662 0.42
H 1.004 4.649 -5.903 0.18
H -2.134 -0.262 4.586 0.41
H 3.810 -5.913 3.640 0.29
H 3.092 -3.044 0.779 0.39
H 3.290 -7.244 4.681 0.37
C 1.111 2.907 0.065 1.30
H -5.984 -2.474 -0.615 0.38
H -0.321 5.769 -8.175 0.27
H 1.856 -1.362 4.560 0.28
H -2.446 -1.220 2.180 -0.27
H 1.988 -3.681 6.704 0.28
C 2.940 -6.466 3.998 -1.02
C 2.801 -3.796 1.515 -1.06
C 2.740 3.443 -1.783 -1.91
H 2.465 -6.948 3.141 0.28
H 3.516 -3.899 5.840 0.29
C -1.207 2.427 -0.326 0.00
O -3.143 -3.245 1.157 -0.28
C -4.078 0.073 1.723 -0.88
H 1.822 3.384 2.066 0.47
H -0.417 -1.690 2.525 -0.28
C 2.251 3.103 1.102 -1.53
H -0.070 2.848 -7.816 0.44
C 0.296 2.883 -2.177 0.38
C 2.503 -1.735 3.762 -0.84
H -0.076 3.894 -4.005 0.04
C 0.167 4.574 -6.603 -0.16
N 2.847 4.852 -2.186 -0.26

---

(3)
70
Properties=species:S:1:pos:R:3:mulliken_charge:R:1 method="wB97M-V/def2-TZVPD" molar_mass_da=690.07 e_homo_ha="-0.679 / -0.679" relative_energy_kcal_mol=55.26 total_charge=+4 total_energy_ha=-7129.72488
H 1.605 -5.069 -2.074 0.25
H 2.096 -6.084 2.084 0.44
Sn -0.487 -0.133 -0.701 0.72
C 1.979 -3.961 1.666 -0.39
H -1.458 -3.411 0.265 0.37
C 0.031 -3.592 -3.998 -0.80
H -2.916 -3.361 1.333 0.52
H -1.844 3.751 -2.678 0.57
H -3.473 2.689 0.961 0.39
H 1.004 -0.739 -1.580 -0.05
C 1.728 -4.771 -1.024 -0.74
H -0.914 2.802 3.784 0.58
H -3.273 0.431 2.346 0.32
Se 2.146 -1.167 0.881 0.33
C 4.452 3.023 -2.228 -0.18
H -1.691 -2.550 -3.521 0.25
H -3.846 0.141 0.686 0.20
C -1.105 3.343 -1.972 -1.29
C -3.424 -0.345 1.579 -1.07
H -0.515 -4.313 -4.615 0.29
C 2.220 3.114 -1.334 -0.05
H -2.144 3.869 0.869 0.44
C 1.881 -2.987 0.643 0.61
H 0.752 3.725 2.591 0.60
C -2.358 -2.844 0.543 -1.20
H -1.224 -0.763 3.520 0.44
P -1.937 2.137 -0.881 0.84
C 3.265 1.068 -1.530 0.00
H -4.019 0.938 -1.333 0.35
H 1.571 3.170 1.063 0.40
H -0.023 -1.767 2.660 -0.03
H 1.157 1.859 3.973 0.57
Br 3.313 5.670 -2.068 -0.08
H 3.204 -0.020 -1.393 0.43
H 1.518 -2.647 -1.418 0.13
C 1.680 -3.432 -0.688 0.56
C 0.615 3.266 1.596 -1.45
H 2.018 -6.823 -0.223 0.46
C -1.097 -1.581 2.803 -0.93
H -0.298 2.843 -2.522 0.34
C -3.279 1.488 -1.929 -1.37
P -0.059 1.578 1.913 0.54
C 2.005 -5.312 1.305 -0.65
H 1.107 -3.808 -3.895 0.34
H -3.473 3.936 -0.305 0.53
C 1.186 1.079 3.191 -1.42
H -4.142 -1.090 1.955 0.51
C 1.926 -5.740 -0.018 -0.52
H 1.365 3.717 -1.056 0.56
H -0.079 3.860 0.980 0.37
H 5.270 0.992 -2.254 0.47
H 0.936 0.086 3.595 0.38
H -1.571 -2.501 3.197 0.54
N 2.190 1.778 -1.222 0.32
C -0.597 -2.528 -3.471 -0.08
C -1.390 2.056 3.127 -1.55
H -1.708 1.179 3.709 0.54
H 2.180 1.028 2.720 0.41
C 4.440 1.639 -2.012 -1.08
H -2.261 2.484 2.611 0.28
H -2.987 -2.707 -0.350 0.45
H -0.667 4.161 -1.380 0.39
H 5.323 3.527 -2.614 0.50
H 2.083 -3.634 2.705 0.52
P -1.873 -1.234 1.192 0.87
H -0.005 -1.697 -3.056 0.12
C 3.347 3.776 -1.854 -0.83
C -2.833 3.256 0.274 -1.36
H -3.761 2.338 -2.432 0.51
H -2.863 0.815 -2.691 0.55

---

(4)
69
Properties=species:S:1:pos:R:3:mulliken_charge:R:1 method="wB97M-V/def2-TZVPD" molar_mass_da=579.39 e_homo_ha=-0.183 relative_energy_kcal_mol=74.57 total_charge=-1 total_energy_ha=-1881.09724
C 8.033 3.299 4.501 -0.72
H 8.595 2.716 3.623 0.27
H 2.841 4.368 3.400 0.29
N -1.270 -3.174 -7.040 -0.42
H 2.416 -0.083 1.409 0.13
C 2.809 2.647 4.905 0.51
H 4.251 3.121 3.205 0.28
O -4.690 -7.361 -7.628 -0.66
H -0.576 -3.360 -6.327 0.23
H -6.711 -7.358 -3.483 0.21
H 1.537 -1.423 -0.247 0.16
H -6.321 -5.968 -9.963 0.16
H -0.214 6.423 7.376 0.15
H 8.719 5.001 3.150 0.24
C -5.559 -5.716 -3.706 0.58
N -6.062 -6.645 -9.266 -0.39
F 6.204 4.552 2.372 -0.37
N -6.058 -6.900 -4.105 -0.37
H -5.819 -7.344 -4.975 0.17
H 0.016 -2.221 0.019 0.20
N 0.190 8.874 7.146 -0.41
C 0.928 7.939 6.523 0.62
H 3.633 5.200 6.543 0.01
C 0.608 -1.098 1.587 0.75
F 1.933 1.711 4.105 -0.29
H 6.972 2.791 4.580 0.13
H 5.878 6.448 6.159 0.02
H 1.546 0.112 2.902 0.18
N -2.874 -2.262 1.041 -0.31
H -3.172 -2.734 -8.594 0.21
H 6.537 6.513 3.270 0.29
H -3.442 -1.442 1.173 0.13
H -6.634 -7.471 -9.146 0.23
O -2.480 -4.248 0.053 -0.69
C 8.002 4.888 4.097 -0.38
H 1.083 5.936 6.325 0.18
N -3.434 -2.875 -7.633 -0.44
C -3.185 -3.261 0.197 0.67
H -0.970 -3.039 -7.991 0.16
Nb 4.886 5.228 5.213 -0.66
H -4.930 -2.281 -0.373 0.14
N 0.553 6.672 6.774 -0.33
H 4.010 6.573 4.350 0.10
N -4.336 -3.086 -0.477 -0.33
H 8.369 5.613 4.970 0.25
H -2.015 -2.354 1.568 0.21
H -4.433 -5.566 -5.450 0.12
O 1.863 8.217 5.788 -0.59
O -5.864 -5.195 -2.645 -0.69
H -3.443 -5.281 -8.090 0.14
N -4.261 -5.410 -8.670 -0.30
H -4.607 -3.816 -1.124 0.24
O -2.896 -3.292 -5.485 -0.68
H 8.555 3.143 5.545 0.21
C -4.986 -6.525 -8.468 0.63
H 0.439 9.841 6.984 0.22
N 1.614 -0.295 1.978 -0.34
O -0.355 -1.341 2.296 -0.72
O 2.875 2.583 6.252 -0.47
H 5.813 3.918 6.092 0.03
C -2.555 -3.125 -6.645 0.68
H -0.583 8.665 7.755 0.15
H -4.412 -2.829 -7.379 0.23
C 6.509 5.371 3.580 -0.14
H -4.489 -4.710 -9.357 0.18
N -4.696 -5.153 -4.571 -0.16
C 3.657 3.747 3.995 -0.65
N 0.751 -1.611 0.352 -0.36
H -4.297 -4.261 -4.309 0.17

---

(5)
44
Properties=species:S:1:pos:R:3:mulliken_charge:R:1 method="wB97M-V/def2-TZVPD" molar_mass_da=450.56 e_homo_ha=-0.155 relative_energy_kcal_mol=2.37 total_charge=-1 total_energy_ha=-2837.96120
S -0.223 -0.967 -1.881 1.16
H -0.140 -0.682 -6.782 0.36
H -1.208 -0.478 -4.558 0.42
H -2.929 -3.524 3.687 0.39
C 0.562 -1.000 -3.506 -0.22
H -1.078 5.457 -0.828 0.38
C -3.415 -1.446 3.635 -0.29
C -0.666 -1.003 3.585 0.58
C 1.753 -1.241 -5.976 -0.30
C -0.086 1.111 0.013 0.65
O 0.559 -2.016 -1.132 -0.65
H 3.525 -1.759 -4.903 0.36
Cl 3.086 -0.033 2.077 -0.23
H 0.319 1.424 -2.060 0.34
B 2.973 -1.034 3.634 0.68
C -0.458 3.378 -0.658 -0.18
C -0.665 4.766 -0.091 -1.36
H -4.480 -1.614 3.658 0.39
O -1.688 -1.028 -2.230 -0.71
H -3.608 0.681 3.537 0.39
H 2.206 -1.387 -6.943 0.37
H 1.070 0.238 3.426 0.52
O 0.010 2.475 0.339 -0.32
Cl 3.158 0.107 5.081 -0.32
C 2.490 -1.465 -4.831 -0.61
C -1.575 0.078 3.539 -0.25
Cl 4.329 -2.298 3.656 -0.34
C -2.540 -2.520 3.661 -0.58
O -0.321 0.279 0.901 -0.49
C 0.060 0.708 -1.316 -0.79
H -1.398 2.959 -1.040 0.42
C 0.716 -0.773 3.564 -0.37
H -1.190 1.078 3.449 0.36
H 2.434 -1.555 -2.688 0.45
C -0.165 -0.736 -4.646 -0.16
H 0.275 5.182 0.276 0.30
C 1.890 -1.341 -3.594 -0.25
C -1.184 -2.313 3.640 -0.35
H -1.348 4.735 0.758 0.33
O 1.669 -1.692 3.701 -0.44
C 0.430 -0.859 -5.885 -0.60
H 0.269 3.397 -1.478 0.22
C -2.926 -0.151 3.571 -0.71
H -0.493 -3.138 3.639 0.46

---

(6)
53
Properties=species:S:1:pos:R:3:mulliken_charge:R:1 method="wB97M-V/def2-TZVPD" molar_mass_da=490.49 e_homo_ha=-0.304 total_energy_ha=-1997.89477
C -0.213 4.946 -0.787 -0.56
H -6.113 2.309 2.259 0.39
C 5.798 -1.090 -1.036 -0.78
C -1.290 4.081 -0.729 -0.72
C -5.921 1.412 1.690 -0.69
C -2.265 1.828 -0.470 0.57
H -5.627 -4.779 -0.828 0.31
N -3.061 -0.389 0.247 -0.17
H -0.375 5.998 -0.963 0.40
H -0.551 -1.071 0.299 0.53
C -0.731 -0.029 0.078 -0.16
S 1.990 -1.231 0.282 1.29
C -2.010 0.445 0.033 -0.64
C -5.415 -0.929 0.273 0.02
C -6.716 -0.588 0.646 -0.51
O 1.551 -2.059 -0.809 -0.69
H -3.813 1.731 1.642 0.43
C 4.426 -1.255 -0.977 -0.53
C -5.159 -2.202 -0.425 1.11
O 8.520 -0.762 -1.103 -0.45
O 8.630 -0.246 1.062 -0.58
O -3.345 2.162 -0.915 -0.57
C 6.499 -0.745 0.118 0.39
C 5.826 -0.572 1.327 -0.77
H 3.898 -0.624 2.297 0.49
H 6.332 -1.225 -1.964 0.43
C 0.418 0.793 -0.101 0.85
C 1.285 3.106 -0.406 -0.56
H -7.093 -4.389 -1.781 0.23
H -7.519 -1.260 0.388 0.48
H -2.301 4.437 -0.859 0.52
C -6.100 -4.054 -1.494 -0.69
H -5.468 -3.926 -2.375 0.30
O -4.058 -2.683 -0.613 -0.70
C -1.091 2.721 -0.499 0.30
H -2.919 -1.385 0.063 0.35
O -6.277 -2.813 -0.828 -0.34
H 1.918 5.129 -0.676 0.42
H -7.985 0.831 1.612 0.40
C -6.974 0.577 1.335 -0.78
C 4.454 -0.739 1.381 -0.39
H 3.846 -1.529 -1.844 0.48
N 1.633 0.367 -0.015 -0.37
C 7.970 -0.556 0.102 0.53
H 2.278 2.702 -0.286 0.54
C 1.075 4.456 -0.626 -0.61
C 3.773 -1.079 0.228 0.19
H 6.397 -0.309 2.205 0.43
C 0.209 2.227 -0.336 0.16
O 1.584 -1.590 1.614 -0.69
H 9.480 -0.627 -1.052 0.35
C -4.352 -0.057 0.594 0.13
C -4.629 1.095 1.336 -0.09

---

(7)
32
Properties=species:S:1:pos:R:3:mulliken_spin:R:1 method="wB97M-V/def2-TZVPD" molar_mass_da=276.60 e_homo_ha="-0.449 / -0.449" relative_energy_kcal_mol=17.42 spin_multiplicity=6 total_charge=+1 total_energy_ha=-2301.66372
H 21.346 -24.815 24.983 0.00
C 20.755 -23.127 28.149 0.00
Mn 19.475 -22.392 22.244 4.91
H 21.706 -23.669 28.158 0.00
H 20.339 -22.914 26.283 0.00
H 23.376 -23.906 25.287 0.00
C 19.625 -24.130 28.264 0.00
O 22.940 -24.764 22.820 0.00
H 23.899 -25.443 25.950 0.00
O 14.898 -27.237 24.668 0.00
H 13.969 -27.442 24.535 0.00
O 21.906 -25.366 25.535 0.00
C 14.982 -26.290 25.727 0.00
H 18.383 -22.684 27.922 0.00
H 14.853 -26.736 26.719 0.00
H 17.110 -26.414 25.746 0.00
O 18.383 -23.465 28.489 0.00
C 16.327 -25.644 25.723 0.00
H 23.291 -25.078 21.981 0.00
H 14.240 -25.494 25.590 0.00
C 23.235 -24.993 25.212 0.00
H 23.531 -26.555 23.793 0.00
H 19.803 -24.720 29.163 0.00
H 24.737 -25.316 23.712 0.00
O 16.472 -24.806 24.587 0.00
H 16.437 -25.094 26.667 0.00
O 20.598 -22.316 26.989 0.00
Cl 19.544 -23.651 24.117 0.08
H 17.347 -24.414 24.602 0.00
C 23.659 -25.466 23.855 0.00
H 19.570 -24.784 27.384 0.00
H 20.709 -22.501 29.038 0.00

---

(8)
12
Properties=species:S:1:pos:R:3:mulliken_charge:R:1 method="wB97M-V/def2-TZVPD" molar_mass_da=112.09 e_homo_ha=-0.303 relative_energy_kcal_mol=181.57 total_energy_ha=-414.55683
H 0.666 1.098 2.361 0.24
N 0.125 -1.635 -0.426 -0.39
C 1.175 0.941 1.392 -0.09
H -1.866 2.226 -0.260 0.31
H -2.474 1.049 -1.977 0.31
C 0.298 0.648 0.072 -0.06
O -1.016 -0.789 -1.054 -0.25
H 2.054 1.397 1.159 0.23
C 0.904 -0.579 0.139 0.23
C -0.924 0.391 -0.618 0.41
N -1.884 1.165 -0.978 -0.55
O 1.668 -0.572 1.383 -0.38